Entry a
DFT (ωB97M-V/def2-TZVPD) results for an isolated molecule of C4H5NO2S.

## Properties
HOMO, eV: -9.93
HOMO-LUMO gap, eV: 10.49
2S+1: 1
LUMO, eV: 0.55
Charge: 0
Molar mass, g/mol: 131.16
SMILES: C[C@@H]1ON=CSC1=O

Structure (XYZ):
```
13
Properties=species:S:1:pos:R:3:nbo_charge:R:1
C 0.936 0.990 0.660 -0.62
C 0.539 0.261 -0.650 -0.03
O -0.662 0.689 -1.178 -0.39
N -1.787 0.623 -0.278 -0.12
C -1.979 -0.540 0.184 -0.11
S -1.001 -2.012 -0.151 0.17
C 0.660 -1.229 -0.410 0.48
O 1.662 -1.847 -0.314 -0.50
H 1.049 2.024 0.514 0.23
H 1.974 0.546 0.814 0.22
H 0.216 0.669 1.427 0.22
H 1.277 0.431 -1.423 0.23
H -2.882 -0.602 0.806 0.23
```

Entry b
DFT (ωB97M-V/def2-TZVPD) results for an isolated molecule of C4H5NO2S.

## Properties
HOMO, eV: -8.65
HOMO-LUMO gap, eV: 9.36
2S+1: 1
LUMO, eV: 0.71
Charge: 0
Molar mass, g/mol: 131.16
SMILES: O[C@H]1C[C@]12ON=CS2

Structure (XYZ):
```
13
Properties=species:S:1:pos:R:3:nbo_charge:R:1
O -1.564 -1.041 -0.855 -0.69
C -1.087 0.221 -0.459 0.03
C -1.063 0.568 1.038 -0.47
C 0.190 0.192 0.320 0.05
O 1.228 1.230 -0.003 -0.35
N 2.361 0.558 -0.479 -0.10
C 2.347 -0.679 -0.299 -0.13
S 0.948 -1.398 0.559 0.27
H -2.491 -0.873 -0.954 0.47
H -1.176 1.046 -1.207 0.20
H -1.559 -0.155 1.737 0.24
H -1.281 1.590 1.290 0.24
H 3.147 -1.257 -0.688 0.23
```

Entry c
DFT (ωB97M-V/def2-TZVPD) results for a cluster of 2 separate species, C4H5NO2S in total.

## Properties
HOMO (alpha / beta), eV: -7.36 / -7.69
HOMO-LUMO gap (alpha / beta), eV: 7.78 / 8.03
2S+1: 1
LUMO (alpha / beta), eV: 0.42 / 0.35
Charge: 0
Molar mass, g/mol: 131.16

Structure (XYZ):
```
13
Properties=species:S:1:pos:R:3:nbo_charge:R:1
C -0.596 -0.704 2.655 0.07
C -1.069 0.084 -1.353 0.04
C -0.154 1.221 -1.612 -0.15
C 0.771 -0.323 -0.173 0.33
N -1.566 -1.255 2.407 -0.30
O -0.512 -0.666 -0.383 -0.41
O 1.030 0.870 -0.893 -0.50
S 2.063 -1.490 0.260 0.01
H 0.272 -0.126 2.831 0.23
H -2.082 -0.086 -1.410 0.19
H -0.079 1.272 -2.697 0.19
H -0.336 2.270 -1.228 0.18
H 2.257 -1.067 1.596 0.13
```

Entry d
DFT (ωB97M-V/def2-TZVPD) results for an isolated molecule of C4H5NO2S.

## Properties
HOMO, eV: -9.24
HOMO-LUMO gap, eV: 7.95
2S+1: 1
LUMO, eV: -1.29
Charge: 0
Molar mass, g/mol: 131.16
SMILES: Cc1cc(=O)n(O)s1

Structure (XYZ):
```
13
Properties=species:S:1:pos:R:3:nbo_charge:R:1
C 0.672 0.602 -1.135 -0.68
C 0.012 0.126 0.148 -0.09
C -1.125 -0.601 0.337 -0.34
C -1.257 -1.231 1.645 0.54
O -2.238 -1.570 2.324 -0.61
N -0.015 -1.487 2.172 -0.08
O -0.036 -1.760 3.418 -0.46
S 1.153 0.205 1.458 0.29
H 1.814 0.448 -1.076 0.25
H 0.708 1.709 -1.140 0.24
H 0.134 0.318 -2.116 0.24
H -1.767 -0.620 -0.463 0.23
H -1.001 -1.576 3.618 0.48
```

Tell me which of them is the least stable. Sure, it is entry c.

Entry a
DFT (ωB97M-V/def2-TZVPD) results for the ion C2H5NO with charge +1.

## Properties
HOMO (alpha / beta), eV: -17.68 / -16.97
HOMO-LUMO gap (alpha / beta), eV: 12.75 / 6.96
2S+1: 2
LUMO (alpha / beta), eV: -4.93 / -10.01
Charge: +1
Molar mass, g/mol: 59.07

Structure (XYZ):
```
9
Properties=species:S:1:pos:R:3:mulliken_spin:R:1
C -0.788 -0.117 -1.110 -0.09
N -0.463 0.094 0.190 0.59
C 0.880 0.204 0.725 0.03
O -0.290 -0.706 -2.029 0.35
H -1.879 0.166 -1.221 0.06
H -1.197 -0.150 0.843 -0.02
H 1.316 1.196 0.707 0.04
H 0.888 -0.198 1.738 0.01
H 1.533 -0.488 0.159 0.04
```

Entry b
DFT (ωB97M-V/def2-TZVPD) results for a cluster of 2 separate species, C2H5NO in total.

## Properties
HOMO (alpha / beta), eV: -11.68 / -11.68
HOMO-LUMO gap (alpha / beta), eV: 3.85 / 2.17
2S+1: 2
LUMO (alpha / beta), eV: -7.84 / -9.52
Charge: +1
Molar mass, g/mol: 59.07

Structure (XYZ):
```
9
Properties=species:S:1:pos:R:3:mulliken_spin:R:1
C -1.136 -4.763 0.890 -0.02
N -1.775 -5.744 1.494 0.90
H -0.081 -4.962 0.454 0.07
H -1.802 -3.898 0.668 0.04
H -1.848 -6.610 1.029 0.01
O 2.131 5.291 -1.215 0.00
C 0.860 5.260 -1.083 0.00
H 0.393 6.123 -0.522 0.00
H 0.375 4.250 -1.211 0.00
```

Tell me which of them is the least stable. Sure, it is entry b.

Entry a
DFT (ωB97M-V/def2-TZVPD) results for a structure of composition C4H4Br2.

## Properties
HOMO (alpha / beta), eV: -7.76 / -8.90
HOMO-LUMO gap (alpha / beta), eV: 6.43 / 8.85
2S+1: 1
LUMO (alpha / beta), eV: -1.33 / -0.05
Charge: 0
Molar mass, g/mol: 211.88

Structure (XYZ):
```
10
Properties=species:S:1:pos:R:3:nbo_charge:R:1
C 0.784 -0.148 0.610 0.17
C 1.698 -1.018 0.573 -0.48
C -0.294 0.697 0.251 -0.59
C -1.137 0.738 -1.221 -0.18
Br -2.750 1.686 -0.752 0.04
Br -1.639 -0.995 -1.931 0.05
H 2.371 -1.074 -0.160 0.21
H 1.944 -1.759 1.346 0.22
H -1.043 0.176 0.886 0.30
H 0.066 1.697 0.399 0.26
```

Entry b
DFT (ωB97M-V/def2-TZVPD) results for a cluster of 2 separate species, C4H4Br2 in total.

## Properties
HOMO (alpha / beta), eV: -9.42 / -9.31
HOMO-LUMO gap (alpha / beta), eV: 8.40 / 8.13
2S+1: 1
LUMO (alpha / beta), eV: -1.03 / -1.18
Charge: 0
Molar mass, g/mol: 211.88

Structure (XYZ):
```
10
Properties=species:S:1:pos:R:3:nbo_charge:R:1
C 0.786 -0.470 -1.397 -0.11
C -0.995 0.087 0.280 -0.12
C -1.456 0.674 1.372 -0.38
C 2.036 -0.416 -0.983 -0.39
Br -3.358 0.773 1.755 0.01
Br 2.372 0.087 0.864 0.04
H 0.155 -0.677 -2.315 0.23
H -1.568 -0.555 -0.397 0.19
H -1.031 1.109 2.317 0.25
H 3.058 -0.613 -1.497 0.26
```

Tell me which of them is the least stable. Sure, it is entry b.

Entry a
DFT (ωB97M-V/def2-TZVPD) results for a cluster of 2 separate species, C7H16O2 in total.

## Properties
HOMO, eV: -10.76
HOMO-LUMO gap, eV: 11.52
2S+1: 1
LUMO, eV: 0.75
Charge: 0
Molar mass, g/mol: 132.20
SMILES: CC(=O)O.CCCCC

Structure (XYZ):
```
25
Properties=species:S:1:pos:R:3:nbo_charge:R:1
C 3.749 1.152 -3.282 -0.76
C 2.473 0.342 -3.045 0.78
O 1.830 -0.213 -3.904 -0.56
O 2.409 0.176 -1.694 -0.68
H 3.836 1.695 -4.386 0.24
H 3.908 2.109 -2.640 0.24
H 4.742 0.476 -3.157 0.26
H 1.648 -0.240 -1.458 0.48
C -0.030 -0.897 0.770 -0.58
C -1.095 -0.059 1.352 -0.41
C -1.901 -0.678 2.400 -0.40
C -2.989 0.336 2.900 -0.39
C -4.124 -0.184 3.717 -0.62
H 0.742 -1.083 1.697 0.20
H -0.526 -1.921 0.650 0.20
H 0.410 -0.553 -0.157 0.18
H -1.746 0.567 0.582 0.20
H -0.452 0.754 1.822 0.20
H -2.467 -1.657 2.078 0.19
H -1.292 -0.969 3.268 0.20
H -3.380 0.657 1.945 0.20
H -2.571 1.156 3.505 0.20
H -3.860 -0.766 4.588 0.20
H -4.477 0.802 4.189 0.21
H -4.932 -0.797 3.381 0.21
```

Entry b
DFT (ωB97M-V/def2-TZVPD) results for a cluster of 3 separate species, C7H16O2 in total.

## Properties
HOMO, eV: -6.61
HOMO-LUMO gap, eV: 7.40
2S+1: 1
LUMO, eV: 0.79
Charge: 0
Molar mass, g/mol: 132.20

Structure (XYZ):
```
25
Properties=species:S:1:pos:R:3:nbo_charge:R:1
C 1.491 1.893 1.257 0.33
C 1.181 0.080 -0.047 -0.10
C -0.850 -1.502 -0.587 -0.19
C 0.002 0.005 0.672 -0.38
C 1.348 0.582 -1.444 -0.66
C -1.420 -2.470 0.420 -0.64
C -1.875 -0.776 -1.417 -0.64
O 0.761 2.890 0.595 -0.76
O 1.255 1.915 2.639 -0.72
H 1.024 3.759 0.947 0.48
H 0.310 1.763 2.781 0.47
H 2.571 2.012 1.127 0.12
H 1.975 -0.584 0.292 0.21
H -0.076 -1.971 -1.196 0.18
H -0.770 0.764 0.625 0.21
H 0.036 -0.552 1.602 0.21
H 1.393 -0.251 -2.152 0.22
H 0.558 1.280 -1.723 0.23
H 2.305 1.103 -1.542 0.23
H -1.425 -0.070 -2.120 0.21
H -2.092 -1.964 1.123 0.20
H -0.632 -2.961 0.998 0.21
H -2.010 -3.268 -0.057 0.20
H -2.568 -0.207 -0.787 0.20
H -2.496 -1.469 -2.007 0.20
```

Tell me which of them is the least stable. Sure, it is entry b.

Entry a
DFT (ωB97M-V/def2-TZVPD) results for a cluster of 2 separate species, C7H16O2 in total.

## Properties
HOMO, eV: -10.41
HOMO-LUMO gap, eV: 11.17
2S+1: 1
LUMO, eV: 0.76
Charge: 0
Molar mass, g/mol: 132.20
SMILES: CC(=O)O.CCC(C)C

Structure (XYZ):
```
25
Properties=species:S:1:pos:R:3:nbo_charge:R:1
C 0.336 -2.913 -0.286 -0.73
C 1.093 -1.755 -0.871 0.80
O 2.113 -1.283 -0.419 -0.60
O 0.551 -1.326 -2.021 -0.69
H -0.720 -2.826 -0.518 0.24
H 0.717 -3.826 -0.735 0.25
H 0.490 -2.954 0.788 0.24
H 1.079 -0.600 -2.389 0.50
C 1.437 1.736 -0.479 -0.64
C -0.062 1.555 -0.532 -0.39
C -0.640 0.480 0.505 -0.20
C -2.149 0.379 0.294 -0.61
C -0.304 0.873 1.939 -0.61
H 1.793 2.287 -1.344 0.20
H 1.937 0.734 -0.486 0.24
H 1.744 2.257 0.421 0.21
H -0.565 2.496 -0.304 0.20
H -0.377 1.238 -1.529 0.19
H -0.225 -0.513 0.344 0.18
H -2.579 -0.352 0.973 0.20
H -2.628 1.339 0.472 0.20
H -2.377 0.069 -0.724 0.21
H -0.648 1.882 2.152 0.20
H -0.784 0.193 2.639 0.20
H 0.768 0.830 2.109 0.21
```

Entry b
DFT (ωB97M-V/def2-TZVPD) results for a cluster of 2 separate species, C7H16O2 in total.

## Properties
HOMO, eV: -9.34
HOMO-LUMO gap, eV: 9.85
2S+1: 1
LUMO, eV: 0.51
Charge: 0
Molar mass, g/mol: 132.20
SMILES: CC(C)C=O.CCCO

Structure (XYZ):
```
25
Properties=species:S:1:pos:R:3:nbo_charge:R:1
C 0.184 1.470 2.153 -0.61
C 0.744 0.077 1.875 -0.34
C 2.037 0.123 1.060 -0.60
C -0.284 -0.829 1.252 0.49
O -1.487 -0.716 1.432 -0.57
H 0.891 2.055 2.740 0.21
H 0.002 2.002 1.221 0.21
H -0.754 1.397 2.702 0.23
H 0.968 -0.407 2.839 0.24
H 2.405 -0.882 0.855 0.21
H 1.879 0.640 0.117 0.21
H 2.807 0.658 1.613 0.22
H 0.135 -1.726 0.761 0.13
C 0.554 0.039 -2.327 -0.62
C -0.747 0.287 -1.580 -0.43
C -1.693 -1.044 -1.648 -0.04
O -2.815 -0.962 -0.861 -0.74
H 0.354 -0.276 -3.350 0.21
H 1.135 -0.747 -1.844 0.19
H 1.159 0.945 -2.370 0.21
H -0.565 0.725 -0.600 0.19
H -1.347 1.042 -2.091 0.20
H -1.999 -1.152 -2.692 0.18
H -1.053 -1.895 -1.374 0.13
H -2.509 -0.826 0.115 0.50
```

Tell me which of them is the least stable. Sure, it is entry b.

Entry a
DFT (ωB97M-V/def2-TZVPD) results for a structure of composition BrH2NOS2.

## Properties
HOMO (alpha / beta), eV: -9.33 / -9.33
HOMO-LUMO gap (alpha / beta), eV: 7.79 / 7.79
2S+1: 1
LUMO (alpha / beta), eV: -1.54 / -1.54
Charge: 0
Molar mass, g/mol: 176.06

Structure (XYZ):
```
7
Properties=species:S:1:pos:R:3:nbo_charge:R:1
N -0.767 0.805 -0.793 -0.82
O 0.424 -0.343 1.578 -0.90
S 0.211 -2.437 -0.313 -0.28
S 0.515 -0.686 0.211 1.33
Br -1.978 1.278 0.479 0.23
H -0.351 1.653 -1.033 0.35
H 1.947 -0.270 -0.128 0.08
```

Entry b
DFT (ωB97M-V/def2-TZVPD) results for an isolated molecule of BrH2NOS2.

## Properties
HOMO, eV: -9.59
HOMO-LUMO gap, eV: 9.09
2S+1: 1
LUMO, eV: -0.50
Charge: 0
Molar mass, g/mol: 176.06

Structure (XYZ):
```
7
Properties=species:S:1:pos:R:3:nbo_charge:R:1
N 0.754 -0.201 -0.549 -0.94
O -0.399 0.164 1.607 -0.93
S -0.498 2.323 -0.320 -0.38
S -0.516 0.469 0.227 1.55
Br 0.418 -2.040 -0.598 0.19
H 1.735 -0.261 0.001 0.45
H -1.493 -0.453 -0.368 0.06
```

Tell me which of them is the least stable. Sure, it is entry a.